Record 1
Here is an isolated molecule of C20H22N2O7S at a distorted geometry from the Open Molecules 2025 dataset. Energies are from ωB97M-V with the def2-TZVPD basis set.

The geometry in XYZ format:
```
52
C20H22N2O7S | the Open Molecules 2025 dataset | ωB97M-V with the def2-TZVPD basis set
O -2.7577 -2.5781 1.5699
C -2.2621 -2.4994 0.4689
C -1.0998 -3.4201 0.0542
O -0.2621 -2.8842 -0.9479
C 0.5467 -1.8345 -0.6325
C 0.5382 -1.1670 0.5898
C 1.4052 -0.1054 0.7914
C 2.2644 0.2852 -0.2146
S 3.4041 1.6355 0.0362
O 3.1841 2.2124 1.3329
O 3.3829 2.4981 -1.1072
N 4.8675 0.7943 -0.0095
C 5.0961 0.0109 1.1868
C 6.3474 -0.8440 0.9685
O 7.4641 -0.0500 0.6515
C 7.2289 0.7262 -0.5014
C 6.0134 1.6332 -0.3117
C 2.2759 -0.3658 -1.4357
C 1.4192 -1.4245 -1.6464
N -2.6299 -1.6647 -0.5277
C -3.6190 -0.6719 -0.5328
C -3.7327 0.1252 -1.6705
C -4.7044 1.1010 -1.7382
C -5.5707 1.3090 -0.6724
C -5.4302 0.5361 0.4851
C -4.4644 -0.4596 0.5457
O -6.2226 0.7283 1.5839
C -6.9273 1.9499 1.5597
C -7.5519 2.1697 0.1827
O -6.5429 2.2683 -0.7978
H -0.5350 -3.6997 0.9504
H -1.5245 -4.3293 -0.3830
H -0.1380 -1.4532 1.3793
H 1.4178 0.4348 1.7248
H 4.2226 -0.6225 1.3512
H 5.2329 0.6664 2.0585
H 6.6069 -1.3871 1.8784
H 6.1525 -1.5584 0.1540
H 8.1317 1.3173 -0.6600
H 7.0591 0.0680 -1.3662
H 5.7820 2.1897 -1.2192
H 6.2052 2.3393 0.5090
H 2.9527 -0.0245 -2.2015
H 1.4012 -1.9563 -2.5844
H -2.0991 -1.7356 -1.3876
H -3.0639 -0.0251 -2.5048
H -4.8154 1.7173 -2.6154
H -4.3833 -1.0509 1.4414
H -7.6899 1.8833 2.3367
H -6.2439 2.7807 1.7825
H -8.1135 3.1041 0.1446
H -8.2186 1.3277 -0.0495
```

Calculated values
energy	-1809.683553	hartree
LUMO level	0.5	eV
total charge	0
Kohn-Sham gap	8.64	eV

Atom charges from the natural (NBO) analysis, given in e for atoms 1 to 8:
1 O -0.602
2 C 0.648
3 C -0.166
4 O -0.495
5 C 0.308
6 C -0.268
7 C -0.163
8 C -0.373

Record 2
Here is a structure of composition C13H25Cl3O2SiZr at a distorted geometry from the Open Molecules 2025 dataset. Energies are from ωB97M-V with the def2-TZVPD basis set.

The geometry in XYZ format:
```
45
C13H25Cl3O2SiZr | the Open Molecules 2025 dataset | ωB97M-V with the def2-TZVPD basis set
C 1.7473 -1.9351 1.9663
C 2.7761 -1.5203 1.0972
C 2.6555 -2.1108 -0.1788
C 3.9312 -0.6126 1.4743
C 1.5101 -2.9805 -0.1251
C 0.8838 -2.8278 1.1982
C -0.3300 -3.4494 1.6111
C 1.5987 -1.6562 3.4056
C 3.4910 -1.8793 -1.3390
C 1.0348 -3.8454 -1.1945
Zr -0.1106 1.8975 -0.6523
Cl 2.0805 2.0931 -1.0773
Cl -0.3015 2.6039 1.8485
Cl -0.7416 -0.8828 -0.9301
H 3.9425 -0.4594 2.5468
H 3.8519 0.3551 0.9693
H 4.8785 -1.0653 1.1732
H 3.6071 -0.7954 -1.5586
H 3.0691 -2.3460 -2.2324
H 4.5222 -2.2739 -1.2140
H 1.1538 -3.3611 -2.1817
H -0.0217 -4.0857 -1.0553
H 1.5996 -4.7938 -1.2312
H -0.8547 -3.8532 0.7366
H -0.9912 -2.6722 2.0541
H -0.1239 -4.2792 2.3237
H 2.2558 -0.8280 3.7286
H 1.8603 -2.5463 4.0076
H 0.5547 -1.3518 3.5697
O -2.2711 -1.0481 2.7143
H -2.7620 -0.0849 2.3882
C -3.2046 4.4983 -0.0316
Si -3.0302 3.6774 -1.6733
C -4.2049 2.2455 -1.9949
C -2.4365 4.6563 -3.0609
O -1.3523 2.8967 -1.6689
H -3.8525 5.3271 -0.2794
H -2.2932 4.8971 0.3994
H -3.7008 3.9043 0.7251
H -5.0632 2.6744 -2.4499
H -3.8157 1.4829 -2.6695
H -4.5430 1.7333 -1.0941
H -1.5572 5.2377 -2.8136
H -2.2043 4.0383 -3.9168
H -3.2380 5.3255 -3.3146
```

Calculated values
energy	-2378.019712	hartree
LUMO level	3.7	eV
total charge	-2
Kohn-Sham gap	2.46	eV

Atom charges from the natural (NBO) analysis, given in e for atoms 1 to 8:
1 C -0.064
2 C -0.132
3 C -0.192
4 C -0.624
5 C -0.112
6 C -0.105
7 C -0.664
8 C -0.653

Record 3
Here is an isolated molecule of C5H7N at a distorted geometry from the Open Molecules 2025 dataset. Energies are from ωB97M-V with the def2-TZVPD basis set.

The geometry in XYZ format:
```
13
C5H7N | the Open Molecules 2025 dataset | ωB97M-V with the def2-TZVPD basis set
C -0.0767 1.5643 0.6216
C -0.0907 0.6716 -0.6821
C -1.0948 -0.3981 -0.8665
C -0.5459 -1.5596 -0.4120
N 0.7597 -1.2914 -0.0085
C 1.0404 -0.0162 -0.3057
H -1.0957 1.8702 0.7722
H 0.2098 1.0166 1.5667
H 0.6202 2.4026 0.5548
H -2.0895 -0.3558 -1.3186
H -0.9119 -2.5737 -0.3424
H 1.3513 -1.8879 0.5400
H 1.9636 0.4747 -0.0378
```

Calculated values
energy	-249.376047	hartree
LUMO level	1.0	eV
total charge	0
Kohn-Sham gap	8.69	eV

Atom charges from the natural (NBO) analysis, given in e for atoms 1 to 8:
1 C -0.598
2 C -0.235
3 C -0.262
4 C -0.090
5 N -0.535
6 C 0.064
7 H 0.220
8 H 0.173

Record 4
Here is a cluster of 8 separate species, C20H32Cl6O21S3 in total at a distorted geometry from the Open Molecules 2025 dataset. Energies are from ωB97M-V with the def2-TZVPD basis set.

The geometry in XYZ format:
```
82
C20H32Cl6O21S3 | the Open Molecules 2025 dataset | ωB97M-V with the def2-TZVPD basis set
C 1.2554 -1.1361 -0.3139
C 0.2730 -0.0839 0.2362
C -1.1635 -0.5478 0.4115
O -1.4938 -0.2286 1.7020
C -0.5012 0.4129 2.3358
O -0.6427 1.0549 3.3738
O 0.5931 0.3972 1.5670
H 1.5810 -1.7523 0.5242
H 2.1084 -0.5704 -0.6886
H 0.7976 -1.7214 -1.1114
H 0.2547 0.8374 -0.3459
H -1.2302 -1.6357 0.3991
H -1.8154 -0.0556 -0.3102
C -2.5528 3.8052 -3.3783
C -1.5645 4.6737 -4.2337
C -0.5818 3.8999 -5.0721
O -1.2177 4.0199 -6.3027
C -2.1093 4.9516 -6.3682
O -2.6449 5.1551 -7.4412
O -2.3347 5.4534 -5.1086
H -3.2628 3.2230 -3.9657
H -3.2469 4.3685 -2.7545
H -2.0102 3.0842 -2.7669
H -1.0975 5.2702 -3.4500
H -0.5637 2.8371 -4.8310
H 0.4599 4.2205 -5.0806
C 0.3749 -4.2517 5.9661
C -0.9050 -3.6257 5.3397
C -2.0646 -4.5623 5.0709
O -3.2053 -3.8488 5.4920
C -2.8209 -2.8104 6.2452
O -3.5056 -2.1484 7.0146
O -1.5122 -2.8159 6.2889
H 0.1487 -4.7607 6.9030
H 1.1466 -3.5431 6.2667
H 0.8485 -5.0478 5.3917
H -0.6036 -3.0380 4.4726
H -2.0874 -5.4606 5.6879
H -2.1304 -4.8345 4.0175
O 7.4725 2.2101 4.1612
S 6.7338 3.4300 4.5239
O 6.9522 3.9580 5.8708
O 6.9769 4.5647 3.3963
C 5.8123 4.8475 2.6720
C 4.6797 3.8371 2.9499
O 5.0467 3.3207 4.1634
H 5.5185 5.8153 3.0783
H 6.1687 4.8693 1.6421
H 4.7707 3.0663 2.1847
H 3.6266 4.1120 2.8922
O 8.0689 1.7402 -0.3137
S 7.6746 1.7095 -1.7267
O 8.1111 0.6500 -2.6407
O 6.0018 1.9635 -1.8190
C 5.7273 2.8201 -2.9643
C 6.8463 3.8461 -2.8529
O 7.9921 3.1697 -2.4137
H 5.8357 2.2937 -3.9126
H 4.7474 3.2655 -2.7927
H 6.6565 4.6581 -2.1509
H 7.0412 4.4031 -3.7694
O -4.3899 -6.7721 0.5881
S -4.7053 -5.5359 -0.1483
O -3.8850 -5.1706 -1.3554
O -6.2586 -5.6358 -0.6585
C -7.2715 -5.2147 0.2626
C -6.4090 -4.3712 1.3031
O -5.1082 -4.2442 0.7342
H -7.9627 -4.5633 -0.2722
H -7.7754 -6.0900 0.6724
H -6.3091 -4.9228 2.2379
H -6.6939 -3.3565 1.5812
Cl 1.8935 -5.5940 -5.1819
C 1.4612 -4.0737 -5.9473
Cl 1.6749 -4.0476 -7.7053
Cl 2.3254 -2.6928 -5.1901
H 0.4236 -3.8910 -5.6677
Cl -8.4023 0.5302 0.4197
C -8.0608 0.5970 -1.3631
Cl -9.4012 -0.0497 -2.2532
Cl -6.6255 -0.2927 -1.8181
H -7.9544 1.6558 -1.5993
```

Calculated values
energy	-6316.853722	hartree
LUMO level	-0.7	eV
total charge	0
Kohn-Sham gap	10.09	eV

Atom charges from the Mulliken analysis, given in e for atoms 1 to 8:
1 C -1.312
2 C 0.465
3 C -0.376
4 O -0.326
5 C 0.669
6 O -0.587
7 O -0.345
8 H 0.340

Record 5
Here is a structure of composition C3H8N2 at a distorted geometry from the Open Molecules 2025 dataset. Energies are from ωB97M-V with the def2-TZVPD basis set.

The geometry in XYZ format:
```
13
C3H8N2 | the Open Molecules 2025 dataset | ωB97M-V with the def2-TZVPD basis set
C -2.2644 0.4083 0.3278
C -0.6748 0.5167 -0.0161
N -0.1758 -0.8554 0.1079
C 1.3075 -0.6577 -0.3318
N 2.1552 0.3691 -0.0874
H -2.5702 -0.5138 -0.2559
H -2.8931 1.3154 0.1529
H -2.3531 0.0098 1.3602
H -0.7652 1.0607 -0.9864
H -0.3363 1.2010 0.7378
H 2.4070 1.0240 -0.7474
H 0.8075 -0.9073 0.7596
H 1.6378 -1.3898 -1.0439
```

Calculated values
energy	-228.400638	hartree
LUMO level	-0.4	eV
total charge	0
Kohn-Sham gap	8.37	eV

Atom charges from the natural (NBO) analysis, given in e for atoms 1 to 8:
1 C -0.618
2 C -0.270
3 N -0.485
4 C 0.188
5 N -0.800
6 H 0.209
7 H 0.218
8 H 0.206

Record 6
Here is a structure of composition C49H38N5P2S2Zr at a distorted geometry from the Open Molecules 2025 dataset. Energies are from ωB97M-V with the def2-TZVPD basis set.

The geometry in XYZ format:
```
97
C49H38N5P2S2Zr | the Open Molecules 2025 dataset | ωB97M-V with the def2-TZVPD basis set
Zr 0.4928 0.0900 -0.8426
C -1.7060 3.2324 1.8207
C -0.7622 2.3293 1.3277
N -0.7867 1.8298 0.1045
C -1.7842 2.2650 -0.7410
C -2.7455 3.2144 -0.3423
C -2.6962 3.6722 0.9874
C -3.6959 3.6797 -1.2795
C -3.6268 3.2333 -2.5657
C -2.6620 2.2866 -2.9659
C -1.7750 1.7566 -2.0626
N -0.7900 0.8155 -2.3108
C -0.3720 0.4905 -3.6179
C -1.1385 0.0000 -4.6327
C -0.5492 -0.3649 -5.8632
C 0.7893 -0.2215 -6.0679
C 1.6089 0.2915 -5.0350
C 2.9998 0.4797 -5.1605
C 3.7059 0.9870 -4.1075
C 3.0425 1.2564 -2.9062
N 1.7496 1.0768 -2.7233
C 1.0271 0.6253 -3.8003
H -1.6272 3.5770 2.8438
H 0.0586 2.0152 1.9486
H -3.4356 4.3873 1.3313
H -4.4398 4.4050 -0.9730
H -4.3250 3.6114 -3.3024
H -2.6266 1.9670 -3.9971
H -2.1981 -0.1574 -4.4734
H -1.1737 -0.7785 -6.6452
H 1.2429 -0.5113 -7.0082
H 3.4959 0.2085 -6.0863
H 4.7756 1.1349 -4.1666
H 3.6078 1.5928 -2.0517
S 0.0557 -2.1056 -2.1127
C 1.7793 -2.1339 -2.3309
S 2.6653 -1.3109 -1.0842
C 2.3753 -2.7334 -3.3995
C 3.7987 -2.6630 -3.5804
N 4.9353 -2.5719 -3.7429
C 1.5906 -3.3760 -4.4175
N 0.9586 -3.8701 -5.2443
C 0.6978 -3.1453 1.1574
C 1.3967 -2.3053 2.2402
P 1.3483 -0.4526 2.1295
C 2.8954 0.2354 1.4026
C 4.1674 -0.2736 1.6484
C 5.2899 0.4209 1.2342
C 5.1619 1.6552 0.5991
C 3.9056 2.1721 0.3450
C 2.7748 1.4518 0.7248
C 1.8461 0.0188 3.8435
C 1.7187 1.3579 4.2165
C 2.1676 1.8014 5.4507
C 2.7513 0.9053 6.3363
C 2.8767 -0.4282 5.9771
C 2.4243 -0.8739 4.7400
C -0.8244 -2.9857 1.0241
P -1.3991 -1.2500 0.7058
C -2.8751 -1.3331 -0.3766
C -3.0431 -2.2763 -1.3851
C -4.1303 -2.1955 -2.2483
C -5.0618 -1.1771 -2.1081
C -4.9141 -0.2428 -1.0894
C -3.8294 -0.3217 -0.2308
C -2.2057 -0.9130 2.3316
C -1.6934 -0.0828 3.3227
C -2.3513 0.0686 4.5397
C -3.5354 -0.6062 4.7758
C -4.0516 -1.4521 3.7990
C -3.3919 -1.6077 2.5923
H 0.8969 -4.1928 1.3924
H 1.1635 -2.9640 0.1976
H 2.4351 -2.6250 2.3206
H 0.9165 -2.5017 3.2032
H 4.2844 -1.2130 2.1770
H 6.2744 0.0115 1.4249
H 6.0436 2.2087 0.3049
H 3.7978 3.1324 -0.1452
H 1.7970 1.8948 0.5261
H 1.2906 2.0809 3.5301
H 2.0640 2.8450 5.7188
H 3.1079 1.2457 7.3002
H 3.3293 -1.1346 6.6620
H 2.5358 -1.9228 4.4984
H -1.3203 -3.3147 1.9360
H -1.1723 -3.6165 0.2091
H -2.3336 -3.0842 -1.5150
H -4.2476 -2.9394 -3.0267
H -5.9101 -1.1203 -2.7791
H -5.6463 0.5463 -0.9593
H -3.7400 0.3933 0.5793
H -0.7626 0.4322 3.1804
H -1.9268 0.7091 5.3037
H -4.0539 -0.4825 5.7180
H -4.9718 -1.9944 3.9805
H -3.8067 -2.2710 1.8418
```

Calculated values
energy	-3689.899253	hartree
LUMO level	-3.5	eV
total charge	+1
Kohn-Sham gap	6.66	eV

Atom charges from the Mulliken analysis, given in e for atoms 1 to 8:
1 Zr -1.641
2 C -0.774
3 C 0.587
4 N 0.178
5 C -0.889
6 C 1.334
7 C -1.123
8 C -1.138